Entry from OMol25: a single C7H15NO3S molecule (ωB97M-V with the def2-TZVPD basis set).

Geometry as XYZ:
```
27
Properties=species:S:1:pos:R:3:nbo_charge:R:1
N -4.302 -0.933 0.213 -1.05
S -2.955 -0.074 -0.337 2.45
O -3.390 1.197 -0.957 -0.92
O -2.186 -1.114 -0.923 -0.92
O -2.241 0.534 0.979 -0.70
C -0.985 1.188 0.793 -0.07
C 0.118 0.411 0.133 -0.28
C 0.487 -0.864 0.870 -0.41
C 1.940 -1.253 0.550 -0.39
C 2.431 -0.835 -0.881 -0.40
C 2.471 0.657 -0.820 -0.43
C 1.331 1.415 -0.100 -0.40
H -5.176 -0.400 0.205 0.40
H -4.442 -1.776 -0.448 0.42
H -0.546 1.460 1.803 0.20
H -1.176 2.168 0.343 0.20
H -0.062 0.035 -0.894 0.23
H -0.123 -1.708 0.481 0.22
H 0.407 -0.722 1.904 0.20
H 2.673 -0.876 1.290 0.19
H 2.062 -2.360 0.776 0.21
H 3.267 -1.283 -1.194 0.21
H 1.574 -1.190 -1.536 0.18
H 2.682 0.979 -1.930 0.21
H 3.507 0.965 -0.373 0.21
H 1.783 2.112 0.913 0.21
H 0.852 2.266 -0.857 0.22
```

Net charge: 0
Largest force on an atom in eV Å⁻¹: 6.7
Energy above the lowest of the compared OMol25 structures with the same formula, charge and spin in eV: 1.999
Spin multiplicity: 1
Electronic energy in a.u.: -954.28980
SMILES string: NS(=O)(=O)OCC1CCCCC1
HOMO energy in eV: -10.065
Orbital gap in eV: 10.517
LUMO energy in eV: 0.5